101
Properties=species:S:1:pos:R:3:forces:R:3 method="wB97M-V/def2-TZVPD" spin_multiplicity=4 charge=0 gap_ev="6.25 / 8.13" homo_ev="-5.7 / -7.5"
V -0.194 0.323 -0.225 -0.772 -0.873 -0.560
C -3.038 2.016 0.019 1.952 -0.787 1.998
O -2.009 1.065 0.338 -0.763 1.114 -0.723
H -3.914 1.770 0.631 -0.157 0.370 0.202
H -2.702 3.057 0.194 -0.225 -0.193 0.282
H -3.367 2.017 -0.973 -0.380 -0.400 -2.017
C -1.208 0.351 -3.155 -0.167 -1.533 0.860
O -0.096 0.601 -2.310 -0.840 -0.279 -0.326
H -1.832 1.220 -3.411 0.428 0.460 -0.080
H -0.862 -0.126 -4.145 -0.609 0.453 1.219
H -2.019 -0.331 -2.630 1.568 0.743 -1.047
C -0.451 0.121 3.462 0.391 1.381 3.216
O -0.161 -0.331 2.404 0.780 -1.049 -3.110
N -1.656 0.524 3.846 -0.983 -0.472 -1.083
C -2.098 0.846 5.168 1.292 -0.810 1.478
C -2.777 0.150 2.967 -0.076 0.326 -0.128
H 0.317 0.277 4.246 -0.011 0.008 0.052
H -1.269 0.851 5.944 -0.791 -0.166 -1.075
H -2.873 0.109 5.477 0.435 0.534 -0.004
H -2.493 1.834 5.142 -0.665 0.739 0.255
H -3.617 0.743 3.316 -0.183 0.559 -0.486
H -2.538 0.280 1.856 -0.244 -0.136 1.334
H -3.084 -0.834 3.301 0.032 -0.777 -0.474
C 0.499 4.245 -2.999 0.597 -1.130 1.072
C -0.316 3.493 -1.959 0.845 0.334 -0.378
O 0.089 4.060 -0.673 0.114 -0.079 0.671
P 1.061 3.353 0.331 0.284 3.154 1.412
O 1.088 1.916 0.289 -0.180 -2.447 -0.160
O 2.590 3.834 0.233 -1.418 0.789 -0.030
C 2.987 5.091 0.831 1.694 -0.439 0.806
C 4.523 5.000 0.987 -0.307 -0.888 0.707
O 0.641 4.044 1.736 -0.234 -0.730 -0.804
C -0.680 3.708 2.261 -0.447 -0.216 -1.593
C -0.713 3.877 3.729 0.113 -0.257 0.818
H 0.305 3.736 -3.911 -0.503 0.184 -1.301
H 0.275 5.308 -2.958 0.235 0.022 -0.403
H 1.572 3.994 -2.835 -0.510 0.662 0.157
H -1.382 3.694 -2.077 0.094 -0.077 0.275
H -0.092 2.409 -2.004 -0.361 0.382 0.087
H 2.666 5.974 0.301 -0.236 -0.011 -0.710
H 2.603 5.199 1.864 -0.087 -0.360 -0.637
H 4.676 4.107 1.672 0.133 0.797 -1.102
H 5.160 4.914 0.054 -0.977 0.207 1.096
H 4.789 5.842 1.629 0.430 0.200 -0.419
H -1.448 4.343 1.790 0.490 0.073 -0.048
H -0.936 2.680 1.936 0.141 0.272 0.334
H -1.724 3.578 4.045 0.222 0.436 0.105
H -0.035 3.148 4.178 0.116 0.221 0.194
H -0.454 4.903 4.060 -0.269 -0.607 -0.176
C 4.473 0.965 -2.788 -0.397 0.801 0.254
C 3.290 0.522 -1.951 -0.196 0.865 -1.327
O 3.459 -0.863 -1.864 -0.584 -2.076 1.217
P 2.495 -1.771 -0.974 1.599 -0.831 0.379
O 1.495 -1.073 -0.153 0.188 0.470 0.048
O 1.987 -2.849 -1.970 -1.083 -0.186 -0.775
C 0.992 -2.283 -2.913 -0.812 -1.048 0.124
C 1.148 -2.998 -4.249 1.717 1.154 0.076
O 3.481 -2.712 -0.134 -0.271 0.666 0.587
C 3.533 -2.572 1.315 0.808 -0.150 0.185
C 4.332 -1.329 1.771 -1.314 -0.587 -0.472
H 5.347 1.050 -2.146 0.176 -0.071 -0.174
H 4.665 0.312 -3.618 0.062 -0.594 -0.208
H 4.265 1.922 -3.236 0.034 0.639 0.005
H 3.334 0.991 -0.993 -0.090 0.276 0.861
H 2.291 0.706 -2.379 0.379 0.314 -0.065
H -0.025 -2.418 -2.475 0.981 0.174 -0.258
H 1.182 -1.210 -2.953 -0.358 0.036 -0.456
H 2.157 -2.703 -4.606 -0.587 -0.067 -0.265
H 1.200 -4.069 -4.233 -0.346 -0.643 0.577
H 0.401 -2.701 -4.972 -0.208 0.269 -0.105
H 2.506 -2.607 1.708 0.379 0.308 -0.065
H 4.075 -3.456 1.705 -0.395 0.210 -0.561
H 4.453 -1.397 2.847 0.287 0.075 0.157
H 5.268 -1.227 1.242 0.383 -0.290 0.040
H 3.750 -0.449 1.552 -0.262 0.489 0.004
C -1.699 -5.287 -3.185 0.060 -0.462 -0.672
C -1.570 -4.989 -1.729 0.589 -0.248 -0.888
O -2.472 -3.935 -1.368 0.727 0.095 0.337
P -1.912 -2.887 -0.314 -0.063 1.294 0.837
O -1.170 -1.691 -0.821 -0.821 -1.297 0.463
O -3.242 -2.494 0.456 0.173 -0.031 -0.778
C -4.145 -1.557 -0.214 -0.369 0.417 1.164
C -4.718 -1.936 -1.521 0.581 -1.922 -0.805
O -1.098 -3.802 0.681 -0.571 -0.271 -0.594
C -0.487 -3.424 1.921 -0.355 0.507 0.835
C -1.395 -3.861 3.106 0.936 -0.313 0.880
H -2.672 -5.744 -3.397 0.051 0.473 -0.304
H -1.486 -4.356 -3.730 -0.473 -0.381 -0.165
H -0.938 -6.028 -3.499 -0.266 0.352 0.294
H -1.727 -5.878 -1.139 -0.270 -0.073 0.513
H -0.551 -4.668 -1.616 0.581 0.226 0.583
H -4.977 -1.533 0.457 -0.288 0.419 0.854
H -3.657 -0.590 -0.291 0.210 0.106 0.282
H -5.145 -2.965 -1.547 0.514 0.626 0.000
H -5.492 -1.281 -1.821 -0.967 0.970 0.109
H -3.958 -1.795 -2.264 0.405 -0.453 -0.782
H 0.541 -3.875 1.877 -1.110 0.307 0.440
H -0.417 -2.324 1.982 0.314 -0.553 -0.252
H -2.336 -3.360 3.217 -0.636 0.677 -0.959
H -1.663 -4.920 3.164 0.461 -0.030 -0.302
H -0.968 -3.582 4.094 0.500 -0.342 -0.634


80
Properties=species:S:1:pos:R:3:forces:R:3 method="wB97M-V/def2-TZVPD" e_above_lowest_kj_mol=0.00 spin_multiplicity=5 charge=+1 gap_ev="8.20 / 6.34" homo_ev="-9.9 / -10.8"
C 1.557 -2.047 -0.167 -0.204 -0.344 -0.892
C 2.005 -1.461 -1.354 0.003 -0.195 0.527
C 1.031 -1.575 -2.363 0.287 -0.168 0.255
C -0.131 -2.262 -1.833 1.245 -0.896 2.380
C 0.232 -2.628 -0.396 0.055 -0.160 -2.629
Pt -1.236 -1.189 -0.312 0.070 1.526 -0.377
C -3.609 1.053 -2.024 -0.025 0.682 -0.560
C -3.472 0.690 -0.728 0.726 -1.588 0.523
H -3.433 1.438 0.070 -0.217 -0.027 -0.657
C -3.240 -0.691 -0.255 -1.491 0.815 0.667
H -3.745 -1.544 -0.730 0.162 0.380 -0.211
H -3.386 -0.756 0.830 -0.189 -0.098 -0.068
C -3.773 2.517 -2.361 0.482 0.304 -0.154
H -3.119 3.079 -1.672 -0.411 0.038 -0.259
H -3.418 2.716 -3.386 -0.156 -0.053 0.388
H -4.789 2.940 -2.295 0.244 -0.422 0.117
C -3.372 0.092 -3.159 0.679 -0.190 -0.079
H -2.479 -0.505 -2.887 -0.493 -0.063 -0.178
H -4.201 -0.595 -3.388 0.172 0.263 0.156
H -3.084 0.627 -4.082 -0.396 -0.165 0.379
C 3.386 -0.936 -1.531 0.385 0.186 -0.084
H 3.673 -0.281 -0.702 -0.003 -0.050 -0.085
H 4.124 -1.752 -1.568 -0.209 0.122 0.030
H 3.487 -0.360 -2.450 0.003 -0.022 0.042
C 1.261 -1.243 -3.790 -0.166 0.248 -0.401
H 1.645 -0.220 -3.897 -0.027 -0.235 -0.003
H 2.002 -1.915 -4.257 -0.224 0.129 0.223
H 0.333 -1.313 -4.369 0.212 0.016 0.050
C -1.019 -3.123 -2.664 -0.481 0.189 -0.322
H -1.248 -2.625 -3.616 -0.098 -0.220 0.243
H -0.537 -4.086 -2.897 -0.116 0.238 0.143
H -1.958 -3.310 -2.128 0.125 -0.165 -0.297
C -0.283 -3.855 0.271 -0.112 -0.008 0.431
H -1.362 -3.942 0.075 0.344 -0.310 0.109
H 0.244 -4.748 -0.088 -0.150 0.038 0.089
H -0.137 -3.761 1.356 -0.093 -0.205 -0.236
C 2.347 -2.295 1.053 0.152 0.223 0.668
H 1.678 -2.347 1.926 0.293 -0.017 -0.201
H 2.908 -3.244 0.992 -0.179 0.261 -0.030
H 3.076 -1.490 1.220 -0.107 -0.231 0.006
C 2.613 2.225 -1.777 -3.941 -1.141 -0.373
C 1.291 1.984 -2.373 2.645 1.900 -2.414
C 3.736 2.653 -2.380 0.575 0.392 -1.265
C 1.311 2.390 -3.757 -0.314 -0.436 0.808
H 0.284 1.655 -2.100 0.833 -0.089 1.136
C 3.670 2.972 -3.787 -0.323 -0.377 0.551
H 4.645 2.706 -1.773 -0.088 0.176 -0.513
C 2.450 2.839 -4.441 0.207 -0.059 0.405
H 0.394 2.335 -4.367 0.274 -0.131 0.563
H 4.522 3.277 -4.399 -0.035 -0.041 0.644
H 2.366 3.067 -5.509 0.085 -0.042 0.500
C 1.500 1.663 1.312 0.104 -0.151 -0.056
N 0.458 1.661 2.342 0.213 -0.452 0.102
C 0.474 2.818 3.231 0.028 0.288 0.014
P -0.264 0.256 2.816 -0.032 0.759 1.081
O -0.373 -0.763 1.727 -0.085 -0.151 -0.533
N 0.543 -0.422 4.108 -0.381 -0.195 -0.321
C 0.214 -1.795 4.509 -0.107 -0.180 0.025
C 1.854 0.031 4.556 0.243 0.247 -0.066
N -1.729 0.805 3.420 0.229 -0.079 -0.228
C -2.506 1.717 2.581 -0.135 -0.048 -0.010
C -2.580 -0.151 4.131 0.023 -0.139 0.067
H 2.500 1.826 1.748 -0.283 -0.080 -0.064
H 1.319 2.459 0.579 -0.038 -0.074 0.191
H 1.499 0.708 0.772 -0.016 0.183 0.112
H 0.424 3.736 2.629 0.000 -0.187 0.113
H -0.390 2.791 3.902 0.287 0.012 -0.096
H 1.398 2.856 3.827 -0.208 0.069 -0.137
H -0.266 -2.348 3.687 0.138 0.165 0.277
H 1.141 -2.313 4.788 -0.274 0.009 -0.181
H -0.453 -1.803 5.384 0.198 -0.092 -0.206
H 2.637 -0.172 3.805 -0.131 0.085 0.225
H 1.856 1.100 4.800 0.033 -0.328 -0.035
H 2.107 -0.529 5.464 -0.031 0.298 -0.185
H -3.003 1.194 1.752 0.158 0.149 0.319
H -3.289 2.162 3.208 0.201 0.026 -0.158
H -1.865 2.509 2.185 -0.234 -0.169 -0.014
H -2.787 -1.053 3.530 -0.018 0.183 0.184
H -2.126 -0.447 5.083 -0.099 0.062 -0.222
H -3.533 0.347 4.342 0.209 -0.188 0.055


18
Properties=species:S:1:pos:R:3:forces:R:3 method="wB97M-V/def2-TZVPD" e_above_lowest_kj_mol=285.71 spin_multiplicity=1 charge=0 gap_ev=8.65 homo_ev=-7.9
C 0.291 1.489 0.514 -1.690 -0.778 1.329
C -0.114 1.268 -0.870 -1.857 -2.470 -2.822
C 0.833 0.207 1.153 0.586 0.001 0.840
C -1.290 -0.607 -0.433 2.014 2.654 0.857
C 0.923 -1.922 -0.676 0.619 1.474 1.046
P -0.085 -1.341 0.757 -0.166 0.310 -1.093
S -2.787 0.071 0.212 -0.118 0.840 1.195
H 1.012 2.254 0.672 0.618 0.891 -0.063
H -0.640 1.778 1.103 1.194 0.005 -0.745
H -0.940 1.860 -1.321 0.569 -0.273 0.696
H 0.604 1.022 -1.723 -0.566 0.262 1.641
H 1.922 0.142 1.004 -0.286 -0.426 -0.268
H 0.730 0.234 2.231 0.085 0.580 0.423
H -1.384 -1.359 -1.214 -0.638 0.632 -0.369
H 1.860 -2.248 -0.198 -0.097 -0.127 -0.940
H 0.996 -1.059 -1.383 0.436 -0.913 0.540
H 0.330 -2.684 -1.104 -0.076 -1.250 -0.651
H -2.261 0.895 1.278 -0.629 -1.410 -1.617


64
Properties=species:S:1:pos:R:3:forces:R:3 method="wB97M-V/def2-TZVPD" e_above_lowest_kj_mol=117.29 spin_multiplicity=1 charge=0 gap_ev=7.92 homo_ev=-7.9
C -1.738 -1.408 -5.115 0.157 -0.205 -0.120
C -2.163 -0.379 -4.197 -0.326 0.405 0.223
C -2.551 0.424 -3.394 0.090 -0.152 -0.513
C -2.888 1.377 -2.346 -0.050 0.271 0.194
N -1.821 1.530 -1.387 -0.389 0.248 0.310
C -0.654 2.182 -1.687 0.435 0.274 0.147
C -0.340 2.962 -2.790 -0.205 -0.133 -0.006
C 0.908 3.565 -2.832 0.120 0.041 0.045
C 1.827 3.396 -1.811 0.184 0.126 -0.026
C 1.511 2.617 -0.703 -0.111 -0.007 -0.089
C 0.272 2.026 -0.650 -0.084 -0.128 -0.246
C -0.361 1.168 0.430 -0.160 0.148 0.098
C 0.635 0.140 0.881 -0.307 -0.758 -0.887
N 0.850 -0.989 0.321 0.556 0.254 0.546
C -0.084 -1.414 -0.589 -1.209 0.206 -0.277
C -1.281 -0.819 -0.808 0.436 -0.095 -0.027
C -2.308 -1.631 -1.476 0.151 -0.425 -0.109
O -2.072 -2.611 -2.145 -0.295 0.028 0.005
O -3.559 -1.243 -1.174 0.180 0.292 0.291
C -4.594 -2.019 -1.758 -0.157 -0.315 -0.219
H -4.619 -1.851 -2.837 -0.019 -0.016 0.057
H -4.424 -3.080 -1.567 -0.070 0.100 -0.021
H -5.522 -1.688 -1.297 0.045 0.009 -0.022
C -1.593 0.578 -0.300 -0.167 -0.491 0.195
H -2.491 0.547 0.332 0.191 0.044 -0.003
C 0.224 -2.771 -1.175 0.050 -0.133 0.151
O 0.071 -3.808 -0.590 0.091 0.053 0.053
O 0.753 -2.648 -2.389 0.158 0.352 -0.140
C 1.029 -3.871 -3.060 0.009 -0.321 0.038
H 1.478 -3.601 -4.013 -0.022 0.005 0.046
H 0.099 -4.422 -3.210 0.058 0.015 -0.015
H 1.713 -4.483 -2.470 -0.045 0.031 -0.087
N 1.294 0.621 1.968 0.099 0.198 0.163
C 2.357 0.052 2.658 0.196 -0.133 -0.001
O 2.781 0.556 3.668 0.150 0.088 0.115
O 2.804 -1.042 2.076 -0.123 0.102 -0.116
C 3.911 -1.697 2.703 0.510 -0.094 0.347
C 5.231 -1.043 2.322 -0.423 -0.015 0.010
H 5.268 -0.027 2.707 0.052 0.056 0.028
H 5.337 -1.019 1.241 0.062 -0.018 -0.093
H 6.054 -1.610 2.748 0.107 -0.058 0.036
H 3.859 -2.725 2.342 -0.048 0.124 0.071
H 3.773 -1.672 3.789 -0.032 -0.085 -0.184
C 0.689 1.840 2.493 0.169 0.276 0.444
C 0.449 1.734 4.000 0.047 0.289 -0.262
O 0.586 2.648 4.763 -0.032 0.080 0.044
O -0.011 0.528 4.325 -0.126 -0.243 -0.287
C -0.222 0.296 5.713 -0.036 0.116 0.350
H 0.732 0.339 6.242 -0.059 -0.015 -0.021
H -0.892 1.053 6.126 0.047 -0.100 -0.012
H -0.660 -0.695 5.791 0.028 0.050 -0.012
C -0.628 1.969 1.712 -0.051 -0.055 -0.032
H -0.879 3.009 1.512 -0.001 -0.033 0.016
H -1.441 1.505 2.274 0.022 -0.008 0.011
H 1.351 2.698 2.329 -0.124 -0.148 0.110
H 2.235 2.476 0.086 0.107 -0.026 0.105
H 2.797 3.865 -1.875 0.088 0.047 -0.022
H 1.170 4.170 -3.688 0.027 0.045 -0.071
H -1.035 3.088 -3.604 -0.085 -0.014 -0.104
H -3.784 1.044 -1.813 0.105 0.172 -0.103
H -3.090 2.362 -2.783 -0.072 -0.114 0.088
H -2.476 -1.545 -5.904 0.048 -0.048 -0.046
H -1.627 -2.337 -4.555 0.032 -0.078 -0.080
H -0.780 -1.140 -5.559 0.021 -0.082 -0.088


13
Properties=species:S:1:pos:R:3:forces:R:3 method="wB97M-V/def2-TZVPD" e_above_lowest_kj_mol=201.06 spin_multiplicity=1 charge=0 gap_ev=9.17 homo_ev=-8.3
C -0.097 -0.921 0.561 0.234 -0.492 -0.245
C -0.232 0.440 -1.606 -0.031 -0.092 0.176
C 0.094 1.232 1.362 1.244 -0.031 -2.859
C 0.559 -0.515 -0.762 -0.205 0.264 0.081
O -0.745 0.180 1.139 -0.278 0.230 0.366
P 1.242 1.196 -0.795 -1.054 -0.052 2.259
H -0.871 -1.677 0.395 0.066 0.071 0.040
H 0.659 -1.338 1.241 -0.035 0.082 -0.027
H -0.182 0.335 -2.682 0.085 0.015 -0.009
H -1.216 0.706 -1.241 -0.023 0.039 0.060
H -0.438 2.160 1.493 -0.110 0.074 0.076
H 0.930 1.062 2.032 0.051 -0.123 0.100
H 1.098 -1.318 -1.247 0.055 0.016 -0.019


14
Properties=species:S:1:pos:R:3:forces:R:3 method="wB97M-V/def2-TZVPD" e_above_lowest_kj_mol=222.32 spin_multiplicity=1 charge=0 gap_ev=9.58 homo_ev=-9.1
C 0.923 1.144 0.530 1.548 -0.988 0.435
C 0.574 -0.098 -0.390 0.009 1.392 -0.663
C -0.842 -0.537 -0.032 -0.954 -0.711 1.227
H 2.163 1.176 0.497 -3.480 0.753 -0.071
H 0.664 0.828 1.597 0.350 0.492 -1.343
H 0.266 2.061 0.280 1.702 -1.264 0.265
H 0.507 0.222 -1.483 0.647 -0.405 1.189
H 1.819 -1.688 -1.038 -1.214 2.719 3.930
H -1.680 1.310 -0.573 0.099 0.374 -0.208
H -2.853 0.117 -0.118 1.275 0.127 -0.014
H -0.173 -2.204 0.520 -1.968 1.139 0.581
N -1.868 0.388 -0.260 -0.052 -1.166 0.177
N -1.098 -1.635 0.589 2.088 -0.561 -1.315
O 1.597 -1.085 -0.119 -0.049 -1.900 -4.190